# CH49O26V

A structure of composition CH49O26V (wB97M-V/def2-TZVPD, OMol25).

## Properties
orbital gap: 0.305 Ha
E_LUMO: -0.89 eV

```
! wB97M-V def2-TZVPD RIJCOSX def2/J DEFGRID3
* xyz 0 1
O 18.5762 2.3988 -14.1631
V 19.1657 2.7540 -12.6930
O 19.0018 1.5819 -11.6458
C 22.3141 3.1091 -11.9861
O 21.4117 2.6105 -12.9351
H 23.3579 2.7953 -11.9747
H 22.3549 4.1979 -12.0172
H 22.0373 2.9980 -10.9377
O 16.8317 2.8720 -12.2191
H 16.1106 3.4468 -12.4756
H 16.6405 2.6378 -11.3109
O 19.2105 4.0878 -10.6446
H 20.0638 4.0706 -10.2111
H 18.9687 5.0138 -10.6617
O 17.3130 -3.1223 -14.6411
H 17.8862 -2.3713 -14.4872
H 17.8459 -3.8826 -14.4081
O 18.4725 4.0655 -18.6604
H 18.2719 3.1458 -18.4869
H 17.6419 4.4415 -18.9517
O 14.7406 4.2705 -13.5973
H 14.5532 5.2067 -13.5294
H 15.1415 4.1680 -14.4604
O 18.1962 -0.4174 -9.4029
H 17.8121 0.4522 -9.5146
H 17.6458 -0.8400 -8.7436
O 22.4642 -0.3737 -12.3431
H 22.3185 0.5715 -12.3820
H 21.7440 -0.7057 -11.8071
O 15.6622 0.4784 -14.4268
H 15.7557 1.3671 -14.0837
H 16.3536 -0.0207 -13.9919
O 17.0583 2.7844 -9.4811
H 17.8530 3.3156 -9.5304
H 16.3736 3.4004 -9.2205
O 21.8955 3.0731 -15.6446
H 22.0462 2.1853 -15.9692
H 21.6341 2.9536 -14.7315
O 20.9232 -0.9022 -10.0531
H 19.9946 -0.9838 -9.8359
H 21.2304 -0.1675 -9.5221
O 21.1891 7.2077 -10.0183
H 22.1226 7.0915 -10.1956
H 20.7563 6.9483 -10.8317
O 17.4241 -0.9312 -12.7892
H 18.3566 -1.0406 -12.9755
H 17.3706 -0.9153 -11.8336
O 17.9106 5.5008 -15.6985
H 17.3632 6.2733 -15.8396
H 18.6895 5.6578 -16.2321
O 22.8877 5.6493 -14.9435
H 22.3266 4.9091 -15.1747
H 22.9761 5.5954 -13.9919
O 18.2652 6.8009 -10.2994
H 18.2220 6.7028 -9.3483
H 17.4994 7.3306 -10.5211
O 16.1958 3.4692 -15.9505
H 16.1057 3.1912 -16.8620
H 16.9227 4.0919 -15.9603
O 20.1024 -2.3645 -13.5502
H 20.7759 -1.9528 -14.0916
H 20.3080 -3.2989 -13.5807
O 12.8812 1.9093 -14.5906
H 12.7611 2.5393 -13.8800
H 13.7947 2.0177 -14.8555
O 18.9656 4.5161 -7.3495
H 19.0449 3.5746 -7.1958
H 19.7211 4.7347 -7.8950
O 20.8571 0.6980 -7.8885
H 21.1728 1.0308 -7.0484
H 19.9032 0.7161 -7.8106
O 18.9367 4.8931 -13.4681
H 19.5032 5.6153 -13.7396
H 18.3132 4.7936 -14.1876
O 17.6173 1.1726 -17.5708
H 16.8488 1.0025 -17.0261
H 18.1879 0.4184 -17.4229
*
```

# CH4Br2N3O

A cluster of 2 separate species, CH4Br2N3O in total (wB97M-V/def2-TZVPD, OMol25).

## Properties
ΔE to the lowest compared entry with this formula, charge and spin: 30.4 kcal/mol
orbital gap (alpha / beta): 0.288 / 0.278 Ha
E_LUMO (alpha / beta): -6.60 / -6.67 eV

```
! wB97M-V def2-TZVPD RIJCOSX def2/J DEFGRID3
* xyz 1 1
C 0.2717 1.7441 0.4905
N 0.6286 2.5555 1.2633
N -0.3632 -1.3408 0.4624
N -1.1727 -1.3219 -0.7243
O -0.0891 1.0877 -0.4047
Br 2.8515 0.1214 -0.5577
Br 1.3225 -1.7308 0.2249
H 0.7149 2.7701 2.2301
H -1.1836 -0.3335 -1.0713
H -0.8594 -1.9513 -1.4893
H -2.1209 -1.6004 -0.4239
*
```

# CH4BrClOSi

An isolated molecule of CH4BrClOSi (wB97M-V/def2-TZVPD, OMol25).

## Properties
ΔE to the lowest compared entry with this formula, charge and spin: 0.0 kcal/mol
orbital gap: 0.403 Ha
SMILES: Cl[SiH2]OCBr
E_LUMO: 0.49 eV

```
! wB97M-V def2-TZVPD RIJCOSX def2/J DEFGRID3
* xyz 0 1
Cl 2.0758 1.5184 0.5222
Si 1.2158 0.2212 -0.8466
O -0.3588 0.0083 -0.8437
C -1.4931 1.1598 -0.1164
Br -3.0047 0.1438 -0.0294
H 1.8835 0.8683 -2.0487
H 1.4063 -1.1549 -0.5176
H -0.8590 1.4266 0.7249
H -1.6246 1.9290 -0.9538
*
```

# CH4BrClSi

A structure of composition CH4BrClSi (wB97M-V/def2-TZVPD, OMol25).

## Properties
ΔE to the lowest compared entry with this formula, charge and spin: 127.0 kcal/mol
orbital gap: 0.307 Ha
E_LUMO: 0.16 eV

```
! wB97M-V def2-TZVPD RIJCOSX def2/J DEFGRID3
* xyz 0 1
C 0.7175 -0.4126 -2.0729
Si -0.1820 0.2061 1.4080
Cl 1.1678 -0.1568 -0.1607
Br -0.9931 -1.2262 -1.9012
H 0.5140 0.7484 -2.2733
H 0.9731 -0.1935 2.2547
H -1.4320 -0.5862 1.2514
H -0.7653 1.6208 1.4940
*
```

# CH4BrCuN2O

A structure of composition CH4BrCuN2O (wB97M-V/def2-TZVPD, OMol25).

## Properties
expectation value of S²: 0.77
ΔE to the lowest compared entry with this formula, charge and spin: 12.3 kcal/mol
orbital gap (alpha / beta): 0.294 / 0.119 Ha
E_LUMO (alpha / beta): -4.47 / -9.13 eV

```
! wB97M-V def2-TZVPD RIJCOSX def2/J DEFGRID3
* xyz 1 2
Cu -7.8319 -10.6006 -0.2620
Br -10.0105 -11.8852 -0.8975
C -14.7119 -13.3240 -1.2720
O -15.3720 -13.4868 -2.3171
N -13.3766 -13.5405 -1.3167
N -15.1603 -12.9446 -0.0666
H -13.0773 -13.8885 -2.2265
H -12.6672 -13.1010 -0.7396
H -14.5387 -12.8663 0.7177
H -16.1613 -12.8456 0.0228
*
```

# CH4BrN

An isolated molecule of CH4BrN (wB97M-V/def2-TZVPD, OMol25).

## Properties
ΔE to the lowest compared entry with this formula, charge and spin: 25.9 kcal/mol
orbital gap: 0.361 Ha
SMILES: CNBr
E_LUMO: 0.48 eV

```
! wB97M-V def2-TZVPD RIJCOSX def2/J DEFGRID3
* xyz 0 1
C -0.2113 -0.2671 0.1991
N 1.2210 0.8428 0.2003
Br 2.8191 -0.1438 0.0030
H -0.9586 0.4590 0.2908
H 0.0444 -1.0118 -0.5716
H -0.2496 -0.8424 1.0830
H 0.8850 1.2323 -0.6273
*
```

# CH4BrN4

A structure of composition CH4BrN4 (wB97M-V/def2-TZVPD, OMol25).

## Properties
ΔE to the lowest compared entry with this formula, charge and spin: 62.3 kcal/mol
orbital gap (alpha / beta): 0.299 / 0.299 Ha
E_LUMO (alpha / beta): -6.10 / -6.10 eV

```
! wB97M-V def2-TZVPD RIJCOSX def2/J DEFGRID3
* xyz 1 1
C -0.2057 -0.4400 -0.0485
N -0.2425 1.2197 -1.5396
N -0.6546 0.2674 -0.9775
N 0.8498 0.4484 0.8492
N -0.3694 -1.6404 0.4766
Br 1.5592 1.8896 -0.0748
H -0.8744 1.8601 -1.8517
H 0.4227 0.4828 1.7756
H -0.3605 -2.4322 -0.0763
H -0.1246 -1.6554 1.4671
*
```

# CH4BrNO

A cluster of 2 separate species, CH4BrNO in total (wB97M-V/def2-TZVPD, OMol25).

## Properties
ΔE to the lowest compared entry with this formula, charge and spin: 67.6 kcal/mol
orbital gap (alpha / beta): 0.298 / 0.345 Ha
E_LUMO (alpha / beta): 0.27 / 0.36 eV

```
! wB97M-V def2-TZVPD RIJCOSX def2/J DEFGRID3
* xyz 0 1
C 1.5104 0.8546 -0.3121
N -1.3525 -0.7044 0.2308
O -1.1038 0.5396 0.0074
Br 1.2674 -0.5150 0.8432
H 1.0885 1.8314 -0.0248
H 1.8657 0.4318 -1.3036
H -1.7160 -1.0448 1.1258
H -1.5596 -1.3931 -0.5667
*
```

# CH4BrP

An isolated molecule of CH4BrP (wB97M-V/def2-TZVPD, OMol25).

## Properties
ΔE to the lowest compared entry with this formula, charge and spin: 24.5 kcal/mol
orbital gap: 0.365 Ha
SMILES: CPBr
E_LUMO: 0.70 eV

```
! wB97M-V def2-TZVPD RIJCOSX def2/J DEFGRID3
* xyz 0 1
C 0.2872 0.7991 -0.3658
P 0.2295 -1.3359 0.3203
Br -0.9813 -1.0306 2.0957
H 0.9649 1.2956 0.3624
H -0.6493 1.0970 -0.6312
H 0.9663 0.8445 -1.1866
H -0.8172 -1.6698 -0.5948
*
```

# CH4Cl2N3S

The ion CH4Cl2N3S with charge +1 (wB97M-V/def2-TZVPD, OMol25).

## Properties
ΔE to the lowest compared entry with this formula, charge and spin: 17.0 kcal/mol
orbital gap: 0.328 Ha
SMILES: [NH3+]C(=S)NN(Cl)Cl
E_LUMO: -5.42 eV

```
! wB97M-V def2-TZVPD RIJCOSX def2/J DEFGRID3
* xyz 1 1
N 0.5640 -0.5969 -0.0903
C -0.3925 0.0120 0.8740
S -0.6469 -0.4589 2.3778
N -0.9466 1.1789 0.2929
N -0.3608 1.5413 -0.8532
Cl 1.0066 2.6968 -0.4156
Cl -1.4356 2.4137 -1.9044
H 1.4861 -0.7633 0.2709
H 0.3400 -1.5304 -0.3804
H 0.4265 0.2215 -0.8424
H -1.0460 1.8994 0.9182
*
```

Number 1: strongest force on any atom 2.59 eV/Å. Number 2: strongest force on any atom 1.16 eV/Å. Number 3: strongest force on any atom 5.26 eV/Å. Number 4: strongest force on any atom 2.51 eV/Å. Number 5: strongest force on any atom 3.87 eV/Å. Number 6: strongest force on any atom 5.11 eV/Å. Number 7: strongest force on any atom 5.39 eV/Å. Number 8: strongest force on any atom 2.19 eV/Å. Number 9: strongest force on any atom 5.57 eV/Å. Number 10: strongest force on any atom 3.32 eV/Å.